The following is a quantum chemistry calculation of a 9-piece molecular cluster, C60H138N8O16 overall at a distorted geometry, from the Open Molecules 2025 dataset.

CARTESIAN COORDINATES (ANGSTROEM)
C1 0.92 0.83 0.61
C2 0.78 0.68 -0.73
C3 -0.28 -0.31 -1.29
O1 -0.53 -0.43 -2.62
C4 -0.96 -1.09 -0.50
C5 -0.80 -1.14 0.92
C6 0.08 0.10 1.57
O2 -0.17 0.51 2.73
O3 -1.36 -1.93 1.64
O4 1.55 1.37 -1.45
H1 1.75 1.47 0.88
H2 -1.78 -1.69 -0.88
C7 3.23 5.67 9.23
O5 2.33 4.58 8.83
C8 2.83 3.73 7.79
C9 1.67 2.61 7.41
N1 0.48 3.36 6.84
H3 1.08 3.92 6.25
H4 -0.01 2.87 6.11
C10 -0.48 4.07 7.78
C11 -1.78 4.43 7.02
O6 -2.41 3.21 6.69
C12 -3.52 3.31 5.83
H5 2.86 6.62 9.63
H6 3.75 5.90 8.30
H7 3.96 5.34 9.97
H8 3.77 3.28 8.11
H9 3.04 4.16 6.81
H10 1.29 2.09 8.28
H11 1.92 1.73 6.82
H12 0.08 4.92 8.16
H13 -0.80 3.42 8.60
H14 -1.49 4.92 6.09
H15 -2.42 5.05 7.65
H16 -3.98 2.32 5.83
H17 -3.23 3.60 4.82
H18 -4.25 4.02 6.22
C13 -3.85 4.07 -1.26
O7 -3.72 5.15 -0.33
C14 -2.56 5.26 0.53
C15 -1.34 5.60 -0.28
N2 -1.32 7.12 -0.65
H19 -1.22 7.49 0.28
H20 -0.44 7.35 -1.08
C16 -2.59 7.71 -1.32
C17 -2.32 9.17 -1.80
O8 -1.27 9.19 -2.73
C18 -1.44 10.22 -3.69
H21 -4.88 3.76 -1.46
H22 -3.32 3.19 -0.90
H23 -3.40 4.37 -2.20
H24 -2.41 4.32 1.07
H25 -2.81 6.03 1.27
H26 -1.26 5.01 -1.20
H27 -0.33 5.71 0.13
H28 -3.30 7.72 -0.49
H29 -2.84 7.11 -2.20
H30 -2.04 9.68 -0.87
H31 -3.31 9.54 -2.05
H32 -0.70 10.16 -4.49
H33 -1.19 11.15 -3.18
H34 -2.45 10.32 -4.11
C19 3.22 -0.63 -8.06
O9 2.72 0.35 -7.14
C20 3.33 1.67 -7.38
C21 2.60 2.69 -6.60
N3 1.06 2.50 -6.42
H35 1.01 1.54 -6.73
H36 1.00 2.46 -5.41
C22 0.08 3.47 -6.99
C23 -0.23 3.16 -8.43
O10 -0.60 1.74 -8.55
C24 -0.86 1.53 -9.94
H37 3.18 -1.62 -7.60
H38 4.17 -0.50 -8.58
H39 2.44 -0.48 -8.80
H40 3.19 2.03 -8.40
H41 4.36 1.71 -7.03
H42 2.73 3.76 -6.78
H43 2.94 2.71 -5.57
H44 0.52 4.47 -6.91
H45 -0.86 3.35 -6.45
H46 0.66 3.33 -9.04
H47 -1.10 3.68 -8.85
H48 -0.11 2.01 -10.57
H49 -1.80 1.80 -10.42
H50 -0.54 0.49 -10.02
C25 -2.65 -8.47 5.37
O11 -2.92 -7.12 5.13
C26 -4.24 -6.68 5.44
C27 -4.29 -5.19 5.18
N4 -3.21 -4.47 6.01
H51 -3.20 -4.92 6.91
H52 -2.30 -4.55 5.59
C28 -3.48 -2.97 6.35
C29 -2.42 -2.43 7.29
O12 -2.26 -3.41 8.26
C30 -3.10 -3.26 9.39
H53 -1.65 -8.77 5.69
H54 -2.57 -8.83 4.35
H55 -3.33 -9.10 5.94
H56 -4.35 -6.80 6.52
H57 -5.03 -7.21 4.91
H58 -5.26 -4.89 5.56
H59 -4.20 -4.98 4.11
H60 -4.41 -2.96 6.91
H61 -3.44 -2.52 5.36
H62 -2.72 -1.48 7.72
H63 -1.46 -2.20 6.82
H64 -2.86 -2.28 9.78
H65 -2.95 -3.90 10.26
H66 -4.18 -3.46 9.32
C31 7.93 6.99 2.34
O13 7.34 6.10 1.41
C32 5.93 5.95 1.72
C33 5.36 4.63 1.12
N5 5.67 4.40 -0.41
H67 5.16 3.64 -0.83
H68 5.45 5.15 -1.05
C34 7.15 4.11 -0.74
C35 7.25 2.86 -1.70
O14 6.57 1.86 -0.95
C36 6.39 0.63 -1.75
H69 7.81 6.51 3.31
H70 7.63 8.03 2.47
H71 9.00 7.12 2.14
H72 5.37 6.84 1.40
H73 5.70 5.76 2.76
H74 4.27 4.65 1.17
H75 5.59 3.65 1.54
H76 7.68 3.95 0.20
H77 7.49 4.96 -1.34
H78 8.26 2.52 -1.93
H79 6.75 3.01 -2.66
H80 5.64 0.12 -1.15
H81 7.25 -0.04 -1.78
H82 5.90 0.84 -2.70
C37 7.84 2.07 5.32
O15 7.26 0.88 4.78
C38 7.62 0.53 3.45
C39 6.73 -0.54 2.89
N6 6.46 -1.72 3.92
H83 7.27 -2.31 3.81
H84 6.30 -1.38 4.86
C40 5.09 -2.41 3.64
C41 5.36 -3.62 2.78
O16 6.05 -3.30 1.62
C42 6.68 -4.26 0.93
H85 7.57 2.07 6.37
H86 7.47 3.01 4.89
H87 8.89 1.95 5.09
H88 8.61 0.08 3.35
H89 7.47 1.41 2.83
H90 7.00 -1.05 1.96
H91 5.80 0.00 2.75
H92 4.52 -1.57 3.23
H93 4.76 -2.61 4.66
H94 4.37 -4.00 2.54
H95 5.77 -4.43 3.38
H96 7.68 -4.56 1.25
H97 6.79 -3.93 -0.10
H98 6.04 -5.14 0.88
C43 1.43 -5.70 -3.22
C44 0.42 -6.02 -2.13
C45 -0.57 -7.19 -2.49
N7 -1.79 -7.34 -1.52
C46 -2.26 -8.80 -1.63
C47 -3.67 -9.03 -0.92
C48 -4.82 -8.02 -1.42
C49 -4.23 -6.57 -1.36
C50 -2.95 -6.44 -2.09
C51 -1.47 -6.98 0.03
H99 2.08 -4.94 -2.79
H100 1.03 -5.45 -4.21
H101 2.06 -6.55 -3.48
H102 -0.22 -5.14 -2.12
H103 0.90 -6.15 -1.16
H104 -0.08 -8.14 -2.27
H105 -0.85 -7.21 -3.54
H106 -2.23 -9.17 -2.65
H107 -1.48 -9.41 -1.17
H108 -3.98 -10.04 -1.19
H109 -3.52 -8.92 0.16
H110 -5.09 -8.46 -2.38
H111 -5.61 -8.20 -0.69
H112 -5.02 -6.00 -1.86
H113 -4.23 -6.11 -0.37
H114 -3.05 -6.71 -3.14
H115 -2.50 -5.46 -2.00
H116 -1.37 -5.90 0.01
H117 -0.54 -7.51 0.22
H118 -2.39 -7.27 0.55
C52 -6.21 -1.51 -1.62
C53 -6.81 -1.36 -2.98
C54 -5.69 -1.29 -4.03
N8 -6.12 -1.21 -5.52
C55 -6.80 -2.57 -5.94
C56 -5.71 -3.69 -6.11
C57 -4.69 -3.32 -7.15
C58 -3.98 -2.10 -6.65
C59 -4.91 -0.90 -6.41
C60 -7.08 -0.07 -5.79
H119 -5.91 -2.52 -1.36
H120 -6.94 -1.23 -0.85
H121 -5.45 -0.83 -1.23
H122 -7.46 -0.49 -3.00
H123 -7.53 -2.11 -3.31
H124 -5.01 -2.14 -3.97
H125 -5.10 -0.38 -3.92
H126 -7.59 -2.88 -5.25
H127 -7.31 -2.40 -6.89
H128 -5.24 -3.94 -5.16
H129 -6.16 -4.62 -6.45
H130 -3.96 -4.06 -7.46
H131 -5.36 -3.02 -7.96
H132 -3.33 -2.44 -5.84
H133 -3.41 -1.66 -7.47
H134 -4.39 0.03 -6.22
H135 -5.40 -0.67 -7.36
H136 -6.59 0.80 -5.37
H137 -7.94 -0.35 -5.18
H138 -7.26 0.04 -6.86

Orbital gap in eV: 4.4
Net charge: +6
HOMO level in eV: -14.06

Results of the Löwdin charge analysis, in e, for atoms 1 through 99: C -0.07; C -0.45; C -0.38; O -0.19; C -0.08; C -0.39; C -0.33; O -0.09; O -0.02; O -0.13; H 0.07; H 0.10; C -0.03; O -0.21; C -0.16; C -0.05; N 0.06; H 0.15; H 0.17; C -0.05; C -0.20; O -0.20; C -0.08; H 0.10; H 0.08; H 0.10; H 0.13; H 0.11; H 0.13; H 0.13; H 0.13; H 0.15; H 0.12; H 0.15; H 0.10; H 0.09; H 0.10; C -0.07; O -0.21; C -0.17; C -0.06; N 0.06; H 0.16; H 0.16; C -0.05; C -0.22; O -0.18; C -0.07; H 0.10; H 0.09; H 0.08; H 0.14; H 0.13; H 0.13; H 0.13; H 0.13; H 0.14; H 0.13; H 0.14; H 0.10; H 0.10; H 0.10; C -0.07; O -0.20; C -0.17; C -0.09; N 0.09; H 0.14; H 0.17; C -0.08; C -0.18; O -0.20; C -0.10; H 0.10; H 0.10; H 0.09; H 0.14; H 0.14; H 0.14; H 0.13; H 0.14; H 0.14; H 0.13; H 0.14; H 0.09; H 0.10; H 0.10; C -0.11; O -0.19; C -0.19; C -0.07; N 0.09; H 0.15; H 0.17; C -0.05; C -0.21; O -0.19; C -0.08; H 0.09

***

The following is a quantum chemistry calculation of C44H51N4O4P2SV as an isolated structure at a distorted geometry, from the Open Molecules 2025 dataset.

CARTESIAN COORDINATES (ANGSTROEM)
V1 -0.19 0.07 -0.66
C1 0.78 -2.43 -3.31
C2 1.16 -3.27 -2.00
C3 0.66 -4.71 -2.15
P1 0.49 -2.33 -0.49
C4 -0.68 -3.44 0.50
C5 -0.08 -4.55 1.36
C6 -1.31 -2.40 1.50
C7 2.03 -2.19 0.49
C8 2.81 -3.29 0.81
C9 3.86 -3.19 1.74
C10 4.55 -4.40 2.39
C11 4.16 -1.91 2.24
C12 3.46 -0.79 1.87
C13 2.29 -0.91 1.06
N1 1.38 0.05 0.87
C14 1.62 1.38 1.08
C15 2.83 2.03 0.76
C16 3.04 3.39 0.96
C17 2.04 4.21 1.42
C18 2.28 5.66 1.69
C19 0.80 3.61 1.69
C20 0.57 2.24 1.53
P2 -1.01 1.36 2.00
C21 -0.52 0.82 3.81
C22 0.79 0.12 3.93
C23 -1.60 -0.15 4.35
C24 -2.27 2.70 2.38
C25 -1.96 3.53 3.63
C26 -3.68 2.09 2.54
H1 0.60 -3.25 -4.11
H2 1.67 -1.84 -3.62
H3 -0.44 -0.77 -3.06
H4 2.22 -3.17 -1.90
H5 -0.45 -4.78 -2.15
H6 1.11 -5.34 -1.37
H7 0.96 -5.10 -3.11
H8 -1.43 -3.80 -0.19
H9 0.67 -4.13 2.06
H10 0.40 -5.32 0.72
H11 -0.87 -5.03 1.94
H12 -0.55 -1.92 2.08
H13 -2.02 -2.87 2.24
H14 -1.88 -1.55 1.00
H15 2.52 -4.26 0.43
H16 4.09 -5.30 2.10
H17 4.54 -4.28 3.48
H18 5.60 -4.47 1.95
H19 5.05 -1.72 2.82
H20 3.67 0.20 2.29
H21 3.65 1.41 0.37
H22 4.02 3.86 0.70
H23 3.00 5.88 2.49
H24 1.37 6.20 1.93
H25 2.69 6.20 0.75
H26 0.01 4.25 2.03
H27 -0.45 1.73 4.41
H28 0.80 -0.71 3.26
H29 0.91 -0.17 4.97
H30 1.62 0.77 3.64
H31 -1.61 -1.11 3.86
H32 -2.65 0.25 4.30
H33 -1.46 -0.39 5.38
H34 -2.32 3.33 1.51
H35 -2.02 2.85 4.48
H36 -2.77 4.31 3.73
H37 -1.00 4.03 3.66
H38 -3.89 1.54 3.44
H39 -3.96 1.42 1.77
H40 -4.44 2.88 2.47
S1 -0.74 4.47 -2.53
C27 -2.34 4.09 -1.91
C28 -3.49 4.93 -1.88
C29 -4.63 4.33 -1.40
C30 -4.69 2.97 -1.01
C31 -3.57 2.16 -1.04
C32 -2.36 2.78 -1.42
N2 -1.11 2.12 -1.44
C33 -0.19 2.83 -2.04
C34 1.15 2.29 -2.40
C35 2.07 3.04 -3.15
C36 3.27 2.48 -3.55
C37 3.55 1.19 -3.12
C38 2.59 0.48 -2.45
C39 1.33 0.94 -2.07
H41 -3.44 6.00 -2.13
H42 -5.55 4.95 -1.34
H43 -5.66 2.55 -0.64
H44 -3.62 1.12 -0.79
H45 1.88 4.09 -3.45
H46 3.92 3.09 -4.12
H47 4.45 0.69 -3.38
H48 2.88 -0.52 -2.11
O1 -3.90 -4.24 -2.99
C40 -3.35 -3.94 -4.16
O2 -3.63 -4.56 -5.20
C41 -2.25 -2.95 -4.08
C42 -1.68 -2.53 -5.19
N3 -0.74 -1.50 -4.84
N4 -0.48 -1.66 -3.46
C43 -1.68 -2.40 -2.90
C44 -2.43 -1.68 -1.86
O3 -3.44 -2.23 -1.45
O4 -1.96 -0.52 -1.50
H49 -3.71 -3.51 -2.28
H50 -1.82 -3.00 -6.11
H51 0.10 -1.44 -5.36

Orbital gap (spin up / spin down) in eV: 6.0 / 6.3
Net charge: -1
2S+1: 4
HOMO level (spin up / spin down) in eV: -3.77 / -4.07
⟨S²⟩: 3.76

Results of the Löwdin charge analysis, in e, for atoms 1 through 99: V 0.58; C -0.12; C -0.40; C -0.10; P 1.11; C -0.46; C -0.12; C -0.14; C -0.29; C -0.08; C -0.28; C -0.06; C -0.07; C -0.04; C -0.33; N -0.09; C -0.35; C -0.04; C -0.06; C -0.31; C -0.08; C -0.05; C -0.29; P 1.13; C -0.50; C -0.13; C -0.11; C -0.54; C -0.13; C -0.13; H 0.14; H 0.11; H 0.09; H 0.08; H 0.08; H 0.06; H 0.07; H 0.09; H 0.08; H 0.07; H 0.07; H 0.02; H 0.09; H 0.07; H 0.10; H 0.03; H 0.08; H 0.09; H 0.10; H 0.10; H 0.12; H 0.13; H 0.07; H 0.06; H 0.10; H 0.08; H 0.09; H 0.05; H 0.08; H 0.08; H 0.04; H 0.06; H 0.06; H 0.08; H 0.06; H 0.09; H 0.06; H 0.05; H 0.04; H 0.08; S 1.06; C -0.47; C -0.10; C -0.12; C -0.09; C -0.02; C -0.28; N 0.05; C -0.46; C -0.26; C -0.07; C -0.10; C -0.10; C -0.16; C -0.12; H 0.11; H 0.10; H 0.12; H 0.10; H 0.10; H 0.08; H 0.09; H 0.08; O 0.09; C -0.49; O 0.05; C -0.15; C -0.03; N 0.05

***

The following is a quantum chemistry calculation of C3H9N3O2 in the gas phase at a distorted geometry, from the Open Molecules 2025 dataset.

CARTESIAN COORDINATES (ANGSTROEM)
C1 -0.08 -1.18 -0.13
C2 0.63 2.33 0.63
C3 -0.30 0.27 -0.27
N1 -1.05 0.73 -1.23
N2 -0.97 -1.88 0.77
N3 0.40 0.94 0.66
O1 1.25 -1.46 0.34
O2 -0.08 -1.79 -1.38
H1 0.24 2.90 -0.39
H2 0.24 2.81 1.51
H3 1.66 2.55 0.38
H4 -0.74 -1.31 -2.05
H5 -0.87 1.66 -1.38
H6 -0.88 -2.92 0.68
H7 -1.95 -1.73 0.44
H8 1.02 0.45 1.26
H9 1.48 -2.37 0.16

Orbital gap in eV: 10.0
Net charge: 0
HOMO level in eV: -9.17
Structure (SMILES): [H]/N=C(\NC)C(N)(O)O

Atom-resolved charges from Löwdin, all expressed in e: C -0.64; C -0.08; C -0.37; N 0.15; N 0.10; N 0.01; O 0.01; O -0.03; H 0.13; H 0.08; H 0.08; H 0.16; H -0.02; H 0.10; H 0.10; H 0.13; H 0.09

***

Relative energy (zero: lowest compared OMol25 entry of this formula, charge and spin)
In order: 596.5, 320.9, 272.6
Unit: kJ/mol
Electronic energy
In order: -4008.0593, -4252.1904, -434.4223
Unit: a.u.